Entry from the Open Molecules 2025 dataset: a molecular structure, C19H24O15Pd in a non-equilibrium geometry (the ωB97M-V functional and the def2-TZVPD basis).

```
59
Properties=species:S:1:pos:R:3:lowdin_charge:R:1
Pd -17.56591 -39.64532 15.18195 1.05
O -18.12205 -38.98390 11.07375 0.08
O -16.11243 -38.08439 11.35156 0.05
O -19.25755 -44.75542 11.38638 -0.05
O -17.30794 -41.66980 14.22496 -0.16
O -18.32884 -35.24131 16.21873 0.08
O -17.90378 -37.39058 15.69959 0.13
O -13.82799 -39.27248 13.41942 0.08
O -17.37343 -39.88686 17.33305 -0.36
O -15.00764 -39.82282 15.25517 0.16
O -12.85149 -39.28906 15.42020 0.07
O -19.77478 -39.87778 15.54324 -0.27
O -18.50379 -43.06687 16.44121 -0.03
O -18.82695 -36.04739 14.20503 0.07
O -20.49623 -46.03272 13.42528 -0.08
O -17.28983 -38.66699 13.15384 0.10
C -15.78693 -38.42315 18.44229 -0.13
C -12.54935 -38.74339 13.19377 -0.14
C -19.06411 -44.30134 12.52176 -0.39
C -19.40272 -44.67632 15.03903 -0.04
C -11.77844 -38.93795 14.52489 -0.10
C -19.18713 -34.68332 14.11101 -0.11
C -17.22914 -38.54204 11.97526 -0.53
C -18.62696 -43.54803 15.29354 -0.41
C -16.46390 -37.75784 10.01902 -0.14
C -13.97935 -39.52557 14.73672 -0.55
C -18.04051 -42.73109 14.11395 -0.33
C -19.82782 -45.03056 13.71471 -0.40
C -20.41346 -39.43823 14.41250 -0.48
C -18.31707 -36.31416 15.41405 -0.55
C -18.86186 -34.11446 15.52029 -0.11
C -18.26782 -43.18632 12.84391 -0.04
C -21.55446 -38.40814 14.62522 -0.13
C -17.57085 -38.75903 9.74328 -0.08
C -16.77200 -39.58812 18.51797 -0.50
H -19.76169 -39.10657 13.58717 0.07
H -22.45429 -38.84393 15.07706 0.05
H -19.96985 -45.10808 15.85488 0.08
H -16.17913 -37.54024 17.93790 0.04
H -21.20829 -37.58536 15.25667 0.05
H -19.63956 -33.51271 15.98997 0.12
H -14.89778 -38.81136 17.92837 0.04
H -12.52877 -37.66224 13.02278 0.12
H -16.35473 -40.53272 18.92802 0.09
H -17.54317 -39.39804 19.30274 0.08
H -20.21671 -34.48519 13.82792 0.12
H -20.95419 -40.26648 13.90466 0.10
H -21.98512 -38.19259 13.63612 0.05
H -17.23963 -39.75662 9.46316 0.14
H -17.89354 -42.67526 11.95779 0.09
H -18.32512 -38.33769 9.08336 0.13
H -10.96112 -39.65833 14.52415 0.12
H -15.35801 -38.07240 19.39721 0.04
H -18.47526 -34.23139 13.41773 0.12
H -16.74196 -36.70926 9.89180 0.13
H -12.09280 -39.24436 12.33984 0.12
H -11.40128 -37.99496 14.92000 0.12
H -18.02618 -33.40754 15.46633 0.12
H -15.57680 -37.96757 9.41715 0.13
```

energy: -54277.817 eV
LUMO: 3.280 eV
net charge: -2
HOMO: 0.21 eV
gap between HOMO and LUMO: 3.071 eV
spin multiplicity: 3



Entry from the Open Molecules 2025 dataset: a molecular structure, C37H21BrIrO8S6 (the ωB97M-V functional and the def2-TZVPD basis).

```
74
Properties=species:S:1:pos:R:3:lowdin_charge:R:1
Ir -1.70011 0.75020 1.14194 0.70
Br -2.13923 -3.44542 3.74374 0.79
S -3.91905 0.40325 0.66568 0.52
S -1.92266 2.96501 0.54256 0.49
S -6.16657 2.38873 0.20291 0.88
S -4.43113 4.64939 0.11460 0.88
S -0.06761 0.22388 -1.54772 0.97
S -7.35322 5.07683 -0.33200 0.39
O -1.04139 -1.18124 1.81200 -0.21
O 0.47895 1.28059 1.89522 -0.09
O -1.82550 1.16387 3.47814 -0.03
O 2.84785 1.78595 3.74735 0.07
O 1.80894 1.67908 6.50170 0.12
O 0.96018 -0.84789 -1.61976 -0.48
O -1.49451 -2.06965 -0.20936 0.02
O -1.09551 1.24383 6.36446 0.13
C 0.81273 -5.81561 2.09317 -0.11
C 1.47665 3.42289 -4.42378 -0.11
C 1.92213 2.25935 0.31958 0.00
C 0.50577 1.49941 -2.69745 -0.35
C -0.69025 1.25076 3.96100 -0.31
C 0.40058 3.71303 -3.59404 -0.08
C -2.62179 0.44547 -2.56290 -0.10
C 1.16292 1.53617 5.49619 -0.25
C 0.53655 1.31253 3.26597 -0.12
C -0.09046 2.75172 -2.72185 -0.08
C -6.04782 4.08730 -0.03078 -1.54
C 1.16832 -5.14444 0.92917 -0.10
C 1.59195 1.20272 -3.50260 -0.08
C -0.46572 -3.42368 1.41017 -0.16
C 3.07961 2.21603 -0.48610 -0.07
C 0.52318 -3.96814 0.59116 -0.03
C 4.05970 -2.23186 1.13063 -0.08
C 2.85976 -2.22809 1.87317 -0.07
C -3.68364 0.02570 -3.34984 -0.07
C -0.17528 -5.29752 2.91356 -0.15
C -3.65601 3.11740 0.40291 -1.14
C -0.79770 -4.10181 2.57450 -0.61
C -2.39534 -1.86640 -4.09689 -0.09
C 3.60413 0.01918 0.37411 -0.16
C -1.09922 -2.12243 0.94919 -0.65
C 2.06277 -1.11921 1.89540 0.01
C 3.91046 1.13593 -0.44351 -0.04
C -4.47384 2.04359 0.44967 -1.14
C -0.34754 1.32588 5.42546 -0.25
C -3.56949 -1.12429 -4.11933 -0.10
C 2.43356 0.03395 1.16549 -0.08
C 1.64365 1.21000 1.13788 -0.22
C 1.68662 1.56826 4.06813 -0.31
C -1.44996 -0.29364 -2.57467 -0.36
C -1.32599 -1.45322 -3.31636 -0.07
C 2.07321 2.16947 -4.37414 -0.09
C 4.41856 -1.13826 0.39550 -0.04
H -0.05591 4.69495 -3.61676 0.10
H -0.40477 -2.01838 -3.25417 0.11
H 2.04893 0.22460 -3.41586 0.11
H 4.69094 -3.11275 1.13652 0.09
H 1.94370 -5.54091 0.28506 0.10
H 2.55850 -3.11576 2.41580 0.10
H -4.40659 -1.45471 -4.72275 0.09
H -2.71915 1.31103 -1.91780 0.07
H 1.85587 4.17770 -5.10236 0.09
H 5.32833 -1.14297 -0.19493 0.10
H 1.26035 3.11660 0.31770 0.12
H -0.47045 -5.81156 3.81840 0.09
H 4.80511 1.10327 -1.05530 0.11
H 2.92365 1.94731 -5.00799 0.09
H -2.31898 -2.78008 -4.67426 0.09
H -0.90471 2.98024 -2.04238 0.06
H 3.29354 3.05003 -1.14333 0.10
H 1.12420 -1.12789 2.43368 0.11
H 0.77348 -3.42822 -0.31405 0.12
H -4.60934 0.58709 -3.33839 0.10
H 1.30107 -6.74412 2.36388 0.09
```

energy: -192985.678 eV
LUMO (alpha / beta): 3.970 / 3.968 eV
net charge: -2
HOMO (alpha / beta): -1.72 / -1.71 eV
gap between HOMO and LUMO (alpha / beta): 5.688 / 5.673 eV
ΔE to the lowest compared entry with this formula, charge and spin: 23.8 kcal/mol
spin multiplicity: 2



Entry from the Open Molecules 2025 dataset: C6H13N in the gas phase in a non-equilibrium geometry (the ωB97M-V functional and the def2-TZVPD basis).

```
20
Properties=species:S:1:pos:R:3:lowdin_charge:R:1
N 2.89700 -0.66260 0.25486 0.00
C 2.09734 -0.60107 -1.02227 -0.24
C -1.00641 -0.01300 0.14031 -0.12
C 1.18750 0.70201 -0.96374 -0.24
C -3.55003 -0.43933 0.73110 -0.09
C 0.21869 0.85379 0.14281 -0.26
C -2.10979 0.29056 0.90772 -0.13
H -0.98403 -0.60376 -0.83598 0.12
H 1.50252 -1.45318 -1.36771 0.10
H 3.56013 -1.41223 0.24703 0.05
H 0.74010 0.97848 1.01282 0.08
H 1.84996 1.58528 -1.14378 0.13
H -2.04237 1.20802 1.47156 0.09
H 2.86768 -0.33560 -1.72739 0.09
H -4.44073 0.23796 0.54513 0.07
H 2.19711 -1.08114 0.83082 0.04
H -0.17863 1.84029 -0.23034 0.13
H -3.64499 -0.70954 1.79713 0.06
H 0.60027 0.67295 -1.84186 0.08
H -3.32983 -1.04711 -0.15692 0.06
```

energy: -7920.250 eV
LUMO: 1.116 eV
net charge: 0
HOMO: -8.90 eV
gap between HOMO and LUMO: 10.011 eV
ΔE to the lowest compared entry with this formula, charge and spin: 59.6 kcal/mol
SMILES string: C/C=C/CCCN